[1]
Computed, not measured: a molecular structure, C14H19Cl3F6MoO2 at a distorted geometry, with the ωB97M-V functional and the def2-TZVPD basis.

Values from the calculation:
Orbital gap (alpha / beta) ... 4.0 / 4.5 eV
Energy above the lowest of the compared OMol25 structures with the same formula, charge and spin ... 2.604 eV
Calculated total energy ... -74651.3868 eV
LUMO energy (alpha / beta) ... 3.916 / 4.400 eV
Multiplicity ... 3
Charge ... -2

```
45
C14H19Cl3F6MoO2, DFT the ωB97M-V functional and the def2-TZVPD basis
C 0.542 2.819 0.137
C -0.366 2.875 1.255
C -1.604 2.266 0.841
C -0.127 3.543 2.570
C -1.463 1.824 -0.533
C -0.141 2.171 -0.972
C 0.345 2.023 -2.371
C 1.929 3.369 0.157
C -2.820 2.165 1.696
C -2.546 1.254 -1.393
Mo 0.023 0.740 0.760
Cl 0.727 0.521 3.033
Cl 1.903 -0.064 -0.276
Cl -1.598 -0.960 0.666
H 0.931 3.495 2.839
H -0.698 3.042 3.356
H -0.431 4.596 2.545
H -2.579 1.738 2.681
H -3.578 1.532 1.224
H -3.248 3.166 1.857
H -3.238 0.640 -0.806
H -2.119 0.625 -2.182
H -3.108 2.074 -1.858
H -0.122 1.152 -2.847
H 1.432 1.872 -2.412
H 0.078 2.919 -2.954
H 2.467 3.042 1.060
H 1.899 4.467 0.164
H 2.499 3.036 -0.716
O 2.365 0.326 -3.568
H 2.661 -0.539 -3.154
C 0.247 -3.766 1.126
C 0.639 -3.947 -0.392
O 0.583 -2.943 -1.163
C 2.237 -4.443 -0.310
F 2.359 -5.707 0.207
F 2.886 -4.413 -1.492
F 2.873 -3.597 0.552
C -0.332 -5.172 -0.859
F -0.146 -6.278 -0.066
F -1.629 -4.780 -0.688
F -0.188 -5.552 -2.152
H 0.725 -2.863 1.500
H 0.566 -4.628 1.711
H -0.834 -3.639 1.224
```

Atomic partial charges in e from the Löwdin method, atoms 1 to 5: number 1, C, carries -0.35; number 2, C, carries -0.38; number 3, C, carries -0.37; number 4, C, carries -0.09; number 5, C, carries -0.36

[2]
Computed, not measured: a molecular structure, C14H19CuN2O9P2SbSe4 at a distorted geometry, with the ωB97M-V functional and the def2-TZVPD basis.

Values from the calculation:
Orbital gap ... 4.8 eV
Calculated total energy ... -367382.0458 eV
LUMO energy ... 1.050 eV
Charge ... -1

```
52
C14H19CuN2O9P2SbSe4, DFT the ωB97M-V functional and the def2-TZVPD basis
Cu 11.961 9.318 7.790
O 6.679 5.767 8.021
C 7.073 5.904 9.402
C 8.370 6.621 9.485
C 9.606 5.987 9.268
C 10.719 6.779 8.982
N 10.722 8.135 9.000
C 9.503 8.734 9.230
C 8.362 8.027 9.549
C 9.501 10.152 8.971
C 8.338 10.926 8.888
C 8.420 12.313 8.778
C 7.130 13.061 8.561
O 6.059 12.315 9.212
C 9.706 12.856 8.575
C 10.778 11.983 8.441
N 10.740 10.657 8.636
H 5.953 6.414 7.833
H 7.241 4.869 9.715
H 6.237 6.357 10.005
H 9.694 4.916 9.332
H 11.684 6.301 8.890
H 7.399 8.499 9.742
H 7.383 10.463 8.959
H 6.967 13.134 7.449
H 7.180 14.085 9.002
H 5.219 12.847 9.082
H 9.953 13.882 8.429
H 11.722 12.410 8.143
C 15.490 12.838 10.377
C 15.748 11.354 10.242
O 16.908 11.016 11.011
P 14.310 10.441 10.856
O 14.432 10.492 12.432
O 13.106 11.494 10.645
O 14.039 9.101 10.207
P 16.157 10.909 8.503
O 15.925 9.348 8.368
O 17.578 11.376 8.259
O 15.125 11.537 7.482
H 15.486 13.177 11.416
H 14.476 13.128 10.026
H 16.210 13.424 9.814
H 17.726 11.323 10.504
H 15.260 10.084 12.719
H 12.224 11.155 10.332
H 15.171 9.021 8.932
Se 11.507 8.967 5.181
Sb 14.074 10.481 6.027
Se 12.653 12.454 5.539
Se 15.908 10.441 4.421
Se 13.364 8.002 6.297
```

Atomic partial charges in e from the Löwdin method, atoms 1 to 5: number 1, Cu, carries -0.21; number 2, O, carries -0.06; number 3, C, carries -0.22; number 4, C, carries -0.18; number 5, C, carries 0.01

[3]
Computed, not measured: C14H19INO7PS2 in the gas phase at a distorted geometry, with the ωB97M-V functional and the def2-TZVPD basis.

Values from the calculation:
SMILES ... C=C[C@]1(I)OS(=O)(=O)O[C@@]1(CCCNCc1ccccc1O)P(O)(O)=S
Orbital gap ... 7.7 eV
Calculated total energy ... -69692.8038 eV
LUMO energy ... -0.820 eV

```
45
C14H19INO7PS2, DFT the ωB97M-V functional and the def2-TZVPD basis
C 2.279 1.156 -1.457
C 1.408 0.565 -2.510
C -0.185 1.003 -2.770
I 0.027 2.254 -4.570
O -0.773 1.997 -1.811
S -2.496 1.905 -1.960
O -3.346 2.436 -0.746
O -3.131 2.755 -3.127
O -2.685 0.230 -2.380
C -1.302 -0.196 -2.736
C -0.965 -1.344 -1.615
C -0.601 -0.777 -0.121
C -1.898 -0.581 0.876
N -1.528 -0.789 2.359
C -0.861 0.442 2.934
C 0.763 0.210 3.258
C 1.542 -1.174 2.842
C 3.146 -1.311 3.154
C 4.021 -0.105 3.887
C 3.205 1.281 4.336
C 1.592 1.429 4.022
O 0.876 2.672 4.432
P -1.614 -1.259 -4.305
O -0.140 -2.092 -4.833
O -2.732 -2.572 -3.878
S -2.499 -0.288 -5.761
H 3.435 0.957 -1.478
H 1.870 1.791 -0.539
H 1.839 -0.253 -3.255
H -0.002 -1.923 -2.014
H -1.801 -2.161 -1.476
H 0.075 -1.616 0.394
H 0.036 0.203 -0.098
H -2.400 0.476 0.698
H -2.707 -1.389 0.598
H -2.471 -0.933 2.831
H -1.432 0.904 3.860
H -0.890 1.273 2.084
H 0.989 -2.076 2.328
H 3.668 -2.322 2.803
H 5.172 -0.218 4.081
H 3.754 2.178 4.891
H 0.587 2.499 5.392
H 0.637 -1.823 -4.252
H -2.461 -3.414 -4.368
```

Atomic partial charges in e from the Löwdin method, atoms 1 to 5: number 1, C, carries 0.02; number 2, C, carries -0.19; number 3, C, carries -0.73; number 4, I, carries 0.96; number 5, O, carries -0.32

[4]
Computed, not measured: C14H19N3O4 in the gas phase at a distorted geometry, with the ωB97M-V functional and the def2-TZVPD basis.

Values from the calculation:
SMILES ... Cc1cc(C(=O)NCCN2CCOCC2)ccc1[N+](=O)[O-]
Orbital gap ... 7.6 eV
Energy above the lowest of the compared OMol25 structures with the same formula, charge and spin ... 4.979 eV
Calculated total energy ... -27483.7301 eV
LUMO energy ... -0.715 eV

```
40
C14H19N3O4, DFT the ωB97M-V functional and the def2-TZVPD basis
C -0.039 -1.084 -5.414
C -0.634 -0.847 -4.069
C 0.052 -1.269 -2.935
C -0.440 -1.083 -1.651
C 0.398 -1.590 -0.517
O 1.154 -2.532 -0.648
N 0.240 -0.923 0.650
C 1.029 -1.230 1.818
C 2.143 -0.186 2.086
N 1.821 1.014 2.808
C 0.908 1.973 2.227
C -0.534 1.818 2.737
O -0.578 1.863 4.146
C 0.216 0.840 4.710
C 1.676 0.953 4.247
C -1.685 -0.483 -1.473
C -2.394 -0.066 -2.578
C -1.874 -0.229 -3.861
N -2.686 0.259 -4.947
O -2.168 0.434 -6.029
O -3.857 0.479 -4.710
H 0.261 -0.140 -5.867
H -0.761 -1.537 -6.091
H 0.830 -1.730 -5.332
H 1.004 -1.768 -3.041
H -0.320 -0.086 0.666
H 1.496 -2.196 1.617
H 0.375 -1.327 2.688
H 2.556 0.112 1.116
H 2.939 -0.684 2.644
H 0.944 1.902 1.139
H 1.254 2.973 2.520
H -1.156 2.644 2.388
H -0.977 0.867 2.395
H 0.147 0.968 5.791
H -0.202 -0.143 4.441
H 2.257 0.118 4.639
H 2.085 1.887 4.654
H -2.117 -0.367 -0.491
H -3.365 0.396 -2.473
```

Atomic partial charges in e from the Löwdin method, atoms 1 to 5: number 1, C, carries -0.04; number 2, C, carries -0.17; number 3, C, carries 0.04; number 4, C, carries -0.11; number 5, C, carries -0.45

[5]
Computed, not measured: C14H19N3O5 in the gas phase at a distorted geometry, with the ωB97M-V functional and the def2-TZVPD basis.

Values from the calculation:
SMILES ... NC(=O)CC[C@H](N)C(=O)N[C@@H](Cc1ccc(O)cc1)C(=O)O
Orbital gap ... 9.3 eV
Energy above the lowest of the compared OMol25 structures with the same formula, charge and spin ... 9.394 eV
Calculated total energy ... -29526.7906 eV
LUMO energy ... 0.270 eV

```
41
C14H19N3O5, DFT the ωB97M-V functional and the def2-TZVPD basis
N -3.831 -3.938 1.301
C -4.388 -2.537 1.378
O -5.471 -2.226 1.888
C -3.471 -1.542 0.630
C -2.024 -1.983 0.371
C -1.207 -0.979 -0.542
N -1.677 -0.674 -1.836
C 0.137 -1.571 -0.520
O 0.479 -2.555 0.132
N 1.135 -0.740 -1.000
C 1.052 0.604 -1.517
C 2.377 1.446 -1.264
C 2.691 1.877 0.175
C 3.267 1.220 1.169
C 3.051 1.724 2.454
C 2.219 2.743 2.639
O 1.817 2.879 4.024
C 1.778 3.568 1.613
C 2.006 3.199 0.304
C 0.859 0.387 -3.020
O 1.372 -0.638 -3.581
O 0.427 1.582 -3.673
H -4.358 -4.578 1.832
H -3.017 -4.298 0.568
H -3.675 -0.320 0.630
H -3.746 -1.663 -0.503
H -2.313 -3.020 -0.048
H -1.389 -1.966 1.144
H -1.430 -0.052 0.001
H -2.869 -0.763 -1.930
H -1.336 -1.446 -2.501
H 2.004 -1.292 -1.331
H 0.331 1.326 -0.874
H 2.134 2.165 -1.943
H 3.239 0.707 -1.359
H 3.801 0.231 0.980
H 3.633 1.239 3.375
H 2.947 2.549 4.125
H 1.394 4.562 1.742
H 1.433 3.644 -0.417
H 0.620 1.127 -4.616
```

Atomic partial charges in e from the Löwdin method, atoms 1 to 5: number 1, N, carries 0.08; number 2, C, carries -0.43; number 3, O, carries 0.03; number 4, C, carries -0.13; number 5, C, carries -0.18

Q: Look up the calculated total energy of the first one.
A: -74651.3868 eV

Repeat the fourth record exactly.
Computed, not measured: C14H19N3O4 in the gas phase at a distorted geometry, with the ωB97M-V functional and the def2-TZVPD basis.

Values from the calculation:
SMILES ... Cc1cc(C(=O)NCCN2CCOCC2)ccc1[N+](=O)[O-]
Orbital gap ... 7.6 eV
Energy above the lowest of the compared OMol25 structures with the same formula, charge and spin ... 4.979 eV
Calculated total energy ... -27483.7301 eV
LUMO energy ... -0.715 eV

```
40
C14H19N3O4, DFT the ωB97M-V functional and the def2-TZVPD basis
C -0.039 -1.084 -5.414
C -0.634 -0.847 -4.069
C 0.052 -1.269 -2.935
C -0.440 -1.083 -1.651
C 0.398 -1.590 -0.517
O 1.154 -2.532 -0.648
N 0.240 -0.923 0.650
C 1.029 -1.230 1.818
C 2.143 -0.186 2.086
N 1.821 1.014 2.808
C 0.908 1.973 2.227
C -0.534 1.818 2.737
O -0.578 1.863 4.146
C 0.216 0.840 4.710
C 1.676 0.953 4.247
C -1.685 -0.483 -1.473
C -2.394 -0.066 -2.578
C -1.874 -0.229 -3.861
N -2.686 0.259 -4.947
O -2.168 0.434 -6.029
O -3.857 0.479 -4.710
H 0.261 -0.140 -5.867
H -0.761 -1.537 -6.091
H 0.830 -1.730 -5.332
H 1.004 -1.768 -3.041
H -0.320 -0.086 0.666
H 1.496 -2.196 1.617
H 0.375 -1.327 2.688
H 2.556 0.112 1.116
H 2.939 -0.684 2.644
H 0.944 1.902 1.139
H 1.254 2.973 2.520
H -1.156 2.644 2.388
H -0.977 0.867 2.395
H 0.147 0.968 5.791
H -0.202 -0.143 4.441
H 2.257 0.118 4.639
H 2.085 1.887 4.654
H -2.117 -0.367 -0.491
H -3.365 0.396 -2.473
```

Atomic partial charges in e from the Löwdin method, atoms 1 to 5: number 1, C, carries -0.04; number 2, C, carries -0.17; number 3, C, carries 0.04; number 4, C, carries -0.11; number 5, C, carries -0.45

Q: Among the records above, which one has the highest calculated total energy?
A: C14H19N3O4